153
Properties=species:S:1:pos:R:3:forces:R:3 method="wB97M-V/def2-TZVPD" e_tot_ha=-2600.39939 lumo_energy_ev="-2.3088 / -8.0132" orbital_gap_ha="0.2989 / 0.0892" total_charge=+1 largest_force_ev_per_a=4.0 multiplicity=2
C 0.142 -1.394 -0.047 0.429 0.266 0.516
C -0.702 -0.368 0.698 0.291 -0.178 0.636
C 0.000 0.977 1.002 -0.801 -0.094 -0.927
O 1.078 0.847 1.884 0.455 -0.054 0.154
C 2.114 1.762 1.587 0.327 -0.551 -0.091
N -1.985 -0.245 0.020 0.660 0.494 0.175
H 1.023 -1.551 0.574 0.205 -0.346 -0.210
H 0.470 -1.109 -1.047 -0.142 0.297 -0.096
H -0.430 -2.319 -0.120 0.089 -0.048 0.043
H -0.853 -0.839 1.669 -0.216 0.052 0.383
H -0.700 1.704 1.413 -0.657 -0.030 0.471
H 0.265 1.483 0.073 0.592 -0.294 -0.410
H 2.902 1.629 2.328 -0.123 0.176 0.210
H 1.767 2.795 1.536 -0.086 0.218 0.162
H 2.573 1.534 0.625 -0.083 0.015 -0.193
H -2.382 0.665 0.203 -0.299 0.161 0.139
H -1.734 -0.216 -0.958 -0.501 0.155 -0.692
C -0.072 -1.947 -4.909 0.583 -0.269 -0.084
C 1.223 -1.371 -4.293 -0.168 -0.184 -1.525
C 2.402 -1.564 -5.293 0.115 0.639 1.334
O 3.637 -1.049 -4.676 -1.048 -0.905 -0.381
C 4.777 -1.322 -5.469 -0.205 -0.206 -0.883
N 0.996 0.047 -4.026 0.529 -0.002 1.007
H -0.011 -2.990 -5.219 0.362 -0.120 0.145
H -0.258 -1.394 -5.830 -0.366 0.188 0.038
H -0.928 -1.911 -4.234 0.068 0.405 -0.002
H 1.487 -1.869 -3.361 -0.067 0.058 0.113
H 2.175 -0.978 -6.184 0.118 0.101 -0.251
H 2.426 -2.617 -5.573 0.619 -0.161 0.072
H 4.606 -0.962 -6.483 0.102 0.370 -0.183
H 4.976 -2.384 -5.612 -0.162 -0.337 0.406
H 5.698 -0.876 -5.092 -0.402 0.241 0.382
H 1.874 0.367 -3.645 0.007 0.219 0.162
H 0.860 0.615 -4.850 -0.060 -0.299 -0.556
C -3.437 2.228 -2.276 0.100 1.274 0.873
C -2.124 2.105 -3.012 -0.875 0.202 -0.365
C -0.954 2.890 -2.471 -0.344 1.523 0.905
O -1.167 4.321 -2.485 0.924 -0.311 -1.652
C 0.084 4.989 -2.306 -0.774 0.923 0.935
N -1.795 0.710 -2.958 0.245 -0.786 -0.159
H -3.729 3.277 -2.230 -0.126 0.087 0.147
H -3.248 1.868 -1.265 -0.300 0.053 0.155
H -4.293 1.686 -2.679 0.356 -0.235 -0.315
H -2.325 2.391 -4.045 0.331 0.516 -0.285
H -0.036 2.639 -3.002 0.018 -0.096 -0.152
H -0.795 2.751 -1.401 0.083 -1.101 0.230
H 0.981 4.700 -2.853 -0.346 -0.891 -0.333
H 0.289 4.948 -1.237 0.547 -0.068 0.251
H -0.020 6.047 -2.544 -0.471 -0.002 -0.053
H -0.888 0.555 -3.375 0.387 -0.372 -0.128
H -2.485 0.288 -3.562 0.035 -0.674 0.029
C -0.691 2.179 4.472 0.963 -0.503 0.261
C -0.228 2.760 5.818 -3.457 -1.531 -0.893
C 1.275 2.754 5.958 2.183 -0.010 0.612
O 1.721 3.007 7.265 -0.525 0.032 0.342
C 1.378 1.986 8.262 -0.069 -0.584 -0.893
N -0.831 4.049 5.899 3.613 -0.625 0.723
H -0.285 1.182 4.304 -0.161 -0.089 0.175
H -0.215 2.782 3.698 -0.424 0.084 -0.297
H -1.778 2.148 4.405 0.149 0.162 -0.144
H -0.651 2.192 6.646 0.191 -0.384 0.326
H 1.703 3.359 5.158 0.096 1.543 0.788
H 1.782 1.879 5.551 -1.084 -1.387 0.405
H 0.329 1.932 8.553 -0.345 0.792 -0.205
H 1.933 2.080 9.195 0.344 0.530 -0.511
H 1.536 0.991 7.845 0.506 -0.029 -0.126
H -0.336 4.605 6.582 -0.747 0.536 1.101
H -0.699 4.480 4.995 -1.582 1.132 -1.556
C -5.700 -3.085 -0.435 -0.829 0.690 1.205
C -4.835 -2.177 0.552 -2.358 -1.890 -2.591
C -5.423 -2.145 1.964 -1.305 0.229 0.272
O -6.827 -1.725 1.932 1.474 -0.316 -1.914
C -7.499 -1.732 3.124 -0.248 -0.253 1.302
N -3.540 -2.794 0.435 1.139 0.782 1.607
H -5.251 -3.174 -1.424 0.167 0.174 0.112
H -6.730 -2.749 -0.552 0.059 0.340 -0.063
H -5.819 -4.083 -0.012 0.386 -0.136 0.072
H -4.815 -1.182 0.108 -0.209 0.391 0.248
H -4.906 -1.443 2.618 0.385 0.136 0.029
H -5.396 -3.125 2.442 0.228 -0.258 -0.128
H -7.361 -2.638 3.714 0.262 -0.463 -0.036
H -8.576 -1.680 2.960 0.076 0.303 -0.276
H -7.183 -0.923 3.782 -0.043 0.408 0.112
H -3.308 -3.024 -0.520 -0.470 -0.163 -0.208
H -2.981 -1.966 0.580 1.229 -0.203 0.211
C -3.432 4.477 1.131 0.597 -0.771 0.216
C -2.752 4.941 2.407 0.289 1.505 -0.284
C -1.235 5.055 2.261 -0.918 -0.194 -0.524
O -0.655 5.306 3.536 1.087 0.002 -0.424
C 0.761 5.458 3.435 0.514 0.393 1.124
N -3.345 6.256 2.732 0.073 -0.609 0.799
H -3.245 3.409 1.016 -0.200 -0.159 -0.211
H -2.991 4.954 0.255 -0.189 0.227 -0.077
H -4.503 4.666 1.203 0.175 -0.026 -0.130
H -2.872 4.223 3.218 -0.644 0.103 0.196
H -0.977 5.891 1.611 0.051 -0.021 -0.245
H -0.884 4.119 1.827 0.529 -0.142 0.015
H 1.300 4.598 3.036 -0.354 -0.265 -0.334
H 1.112 5.591 4.459 0.072 -0.070 0.215
H 1.139 6.356 2.947 -0.632 0.081 -0.519
H -3.060 6.547 3.656 -0.020 0.107 0.200
H -2.980 6.961 2.107 -0.041 0.066 -0.310
C 2.574 -5.180 0.254 0.589 0.742 0.871
C 3.610 -5.100 1.403 -0.047 0.107 -0.732
C 3.620 -3.735 2.183 0.118 -0.096 -1.395
O 3.933 -2.691 1.217 -0.426 -1.167 0.816
C 3.964 -1.456 1.864 0.676 0.521 -0.399
N 3.438 -6.279 2.271 0.452 1.146 0.499
H 1.635 -5.233 0.805 -0.523 -0.013 -0.776
H 2.783 -6.058 -0.356 -0.263 -0.228 0.255
H 2.663 -4.331 -0.424 -0.338 0.216 0.182
H 4.565 -5.166 0.882 0.416 0.057 0.461
H 4.338 -3.713 3.004 0.435 -0.316 -0.098
H 2.688 -3.403 2.640 -0.622 -0.617 -0.026
H 3.960 -0.701 1.078 -0.120 0.142 0.084
H 4.891 -1.339 2.425 0.255 0.026 0.195
H 3.150 -1.273 2.565 -0.433 -0.144 -0.087
H 2.639 -6.082 2.856 -0.215 -0.336 0.205
H 3.225 -7.101 1.723 -0.015 0.005 -0.095
C -2.974 -7.534 -3.957 0.162 0.393 -1.396
C -1.441 -7.509 -4.109 -0.320 -0.298 1.448
C -0.825 -6.716 -2.926 0.477 0.312 0.152
O -0.998 -5.325 -3.116 -0.101 0.551 -0.112
C -0.395 -4.471 -2.123 -0.459 -0.663 -1.560
N -0.903 -8.863 -4.096 0.292 -0.669 0.284
H -3.325 -6.521 -4.155 -0.442 0.005 0.509
H -3.380 -7.997 -3.058 0.469 0.473 0.445
H -3.408 -8.156 -4.739 0.096 0.023 -0.372
H -1.108 -7.050 -5.040 -0.293 0.203 0.002
H 0.236 -6.898 -2.756 0.358 -0.371 -0.590
H -1.261 -7.008 -1.970 -0.580 -0.233 0.145
H -0.865 -4.664 -1.159 0.272 0.251 0.226
H -0.554 -3.465 -2.512 -0.415 0.085 0.424
H 0.690 -4.572 -2.141 0.169 -0.460 0.463
H -1.383 -9.449 -4.764 0.054 0.281 -0.846
H -1.233 -9.340 -3.270 0.255 0.163 0.800
C 2.923 2.346 -2.146 0.471 1.097 1.112
C 3.964 3.501 -2.353 -1.237 -0.791 0.156
C 4.617 3.905 -1.024 -0.032 -0.583 -1.278
O 3.673 4.278 -0.069 0.498 0.362 1.947
C 4.322 4.494 1.210 -0.741 0.301 0.078
N 4.912 3.037 -3.298 1.036 -0.908 -0.889
H 3.321 1.594 -1.464 0.443 -0.227 -0.121
H 2.568 1.822 -3.033 0.159 0.759 -0.001
H 2.133 2.796 -1.543 -0.528 -0.180 -0.350
H 3.456 4.346 -2.817 -0.180 0.249 0.275
H 5.326 4.694 -1.278 0.143 0.403 0.339
H 5.193 3.040 -0.698 0.179 -0.227 0.251
H 3.634 4.955 1.919 -0.405 0.461 -0.477
H 5.197 5.141 1.146 0.034 0.014 -0.300
H 4.595 3.611 1.788 0.300 -0.723 -0.737
H 5.712 3.612 -3.522 -0.138 0.379 0.209
H 5.260 2.131 -3.022 0.128 -0.170 -0.115